Record 1
{"formula": "C48H52I2KN8O4P", "method": "ωB97M-V with the def2-TZVPD basis set", "total_charge": -2, "relative_energy_kj_mol": 394.5, "e_homo_ev": -1.40, "spin_multiplicity": 1, "homo_lumo_gap_ev": 4.9015, "species": ["K", "O", "C", "C", "C", "C", "C", "C", "C", "N", "N", "C", "O", "C", "C", "C", "C", "C", "C", "H", "H", "H", "H", "H", "H", "H", "H", "H", "H", "C", "N", "C", "C", "N", "C", "C", "C", "C", "C", "C", "C", "C", "C", "N", "C", "N", "C", "C", "N", "C", "C", "C", "N", "C", "C", "H", "H", "H", "H", "H", "H", "H", "H", "H", "H", "H", "H", "H", "H", "H", "H", "H", "H", "H", "H", "H", "H", "H", "H", "H", "H", "H", "H", "H", "H", "O", "C", "O", "C", "P", "C", "C", "C", "C", "C", "C", "C", "C", "C", "C", "C", "C", "H", "H", "H", "H", "H", "H", "H", "H", "H", "H", "H", "H", "I", "I"], "positions_angstrom": [[-2.22, 0.59, -0.34], [-3.82, -0.94, -0.23], [-5.06, -0.66, -0.31], [-6.00, -1.57, -0.89], [-7.33, -1.24, -1.03], [-7.82, 0.02, -0.64], [-6.95, 0.92, -0.07], [-5.59, 0.60, 0.15], [-4.73, 1.60, 0.79], [-3.81, 1.30, 1.66], [-3.09, 2.28, 2.35], [-1.79, 2.39, 2.22], [-1.07, 1.79, 1.19], [-0.92, 3.13, 3.04], [-1.28, 3.76, 4.23], [-0.49, 4.47, 5.12], [0.93, 4.78, 4.99], [1.71, 4.79, 3.89], [1.14, 4.55, 2.51], [-5.63, -2.54, -1.20], [-8.01, -1.97, -1.46], [-8.87, 0.27, -0.76], [-7.31, 1.89, 0.25], [-4.85, 2.65, 0.54], [-2.33, 3.63, 4.51], [-0.95, 4.77, 6.05], [1.43, 5.07, 5.92], [2.76, 5.00, 3.98], [1.96, 4.55, 1.78], [-1.31, -3.85, 2.95], [-0.74, -3.74, 1.59], [-1.71, -3.21, 0.63], [0.54, -3.21, 1.52], [0.74, -2.14, 0.84], [1.75, -1.20, 0.91], [1.96, -0.48, 2.08], [3.03, 0.43, 2.20], [3.91, 0.61, 1.17], [3.71, -0.07, -0.06], [4.66, 0.08, -1.11], [4.46, -0.55, -2.30], [3.30, -1.31, -2.53], [2.35, -1.49, -1.54], [1.13, -2.08, -1.90], [0.96, -3.23, -2.40], [-0.16, -3.48, -3.19], [-0.98, -2.34, -3.59], [-0.88, -4.74, -3.14], [1.78, -4.36, -2.21], [2.75, -4.33, -1.12], [2.28, -5.02, -3.41], [2.58, -0.92, -0.23], [1.49, -4.03, 2.14], [2.92, -3.80, 2.15], [1.14, -5.36, 2.62], [-2.06, -3.08, 3.12], [-0.53, -3.72, 3.71], [-1.80, -4.82, 3.11], [-2.08, -2.21, 0.86], [-2.58, -3.87, 0.63], [-1.26, -3.18, -0.36], [1.29, -0.65, 2.91], [3.16, 0.98, 3.13], [4.76, 1.28, 1.27], [5.52, 0.72, -0.95], [5.18, -0.42, -3.10], [3.10, -1.73, -3.51], [-0.36, -1.45, -3.70], [-1.76, -2.13, -2.85], [-1.47, -2.57, -4.54], [-0.33, -5.47, -2.56], [-1.05, -5.14, -4.15], [-1.86, -4.60, -2.67], [2.30, -3.86, -0.25], [3.66, -3.78, -1.38], [3.02, -5.36, -0.87], [1.53, -5.01, -4.20], [2.53, -6.06, -3.18], [3.18, -4.53, -3.79], [3.19, -2.86, 1.70], [3.43, -4.60, 1.60], [3.32, -3.80, 3.17], [0.25, -5.73, 2.13], [0.99, -5.39, 3.71], [1.97, -6.04, 2.39], [-3.48, 4.17, -2.66], [-2.55, 3.43, -2.28], [-2.56, 2.50, -1.40], [-1.13, 3.55, -2.87], [-0.08, 2.55, -1.73], [1.60, 3.08, -2.41], [2.57, 3.80, -1.71], [3.78, 4.16, -2.30], [4.05, 3.82, -3.62], [3.10, 3.10, -4.34], [1.90, 2.72, -3.73], [-0.05, 3.51, -0.15], [-0.42, 4.79, -0.12], [-0.50, 5.74, 1.00], [0.19, 5.66, 2.14], [0.45, 3.15, 2.44], [0.19, 2.58, 1.04], [-0.82, 4.58, -3.01], [-1.13, 3.07, -3.85], [2.37, 4.09, -0.68], [4.51, 4.72, -1.73], [4.98, 4.12, -4.08], [3.30, 2.81, -5.36], [1.19, 2.13, -4.30], [-0.71, 5.23, -1.07], [-1.14, 6.60, 0.85], [0.05, 6.44, 2.89], [1.11, 2.45, 2.95], [0.96, 1.87, 0.76], [-4.02, -0.56, 2.85], [-4.60, -2.87, 4.83]], "mulliken_charge": [0.226, 0.134, -0.167, -0.923, -0.400, -0.734, -0.463, 0.649, -0.227, 0.424, -1.325, -0.196, 1.638, 0.094, -0.649, -0.851, -0.457, -1.237, 1.104, 0.352, 0.358, 0.355, 0.390, 0.415, 0.404, 0.334, 0.342, 0.383, 0.078, -0.878, 0.200, -0.234, -0.464, 0.345, -0.229, -0.156, -0.587, -1.031, 1.347, -1.110, -1.099, -0.100, 0.147, -0.001, 0.225, 0.096, -0.872, -1.254, 0.306, -1.540, -1.226, 0.209, 0.558, -1.021, -1.322, -0.126, 0.384, 0.378, 0.076, 0.399, -0.504, 0.470, 0.285, 0.351, 0.380, 0.351, 0.550, 0.292, 0.163, 0.348, 0.412, 0.322, 0.345, 0.750, 0.385, 0.361, 0.411, 0.325, 0.300, 0.250, 0.442, 0.325, 0.427, 0.296, 0.430, -0.818, 0.121, -0.304, -1.182, 0.676, 0.292, -0.196, -0.589, -0.473, -0.673, -0.490, 0.278, 0.585, -1.139, -0.651, 0.701, -0.427, 0.411, 0.561, 0.329, 0.394, 0.362, 0.378, 0.262, 0.255, 0.337, 0.267, 0.199, -0.990, 0.201, -0.616]}


Record 2
{"formula": "C16H31NOP2Ti", "method": "ωB97M-V with the def2-TZVPD basis set", "e_homo_ev": [-3.88, -3.94], "s2": 2.110, "spin_multiplicity": 3, "homo_lumo_gap_ev": [3.9945, 3.9970], "species": ["P", "P", "C", "C", "H", "H", "H", "H", "C", "H", "H", "H", "C", "H", "H", "H", "C", "H", "H", "H", "C", "H", "H", "H", "Ti", "C", "C", "C", "C", "C", "C", "C", "C", "C", "H", "H", "H", "H", "H", "H", "H", "H", "H", "H", "H", "H", "H", "H", "H", "O", "C", "N"], "positions_angstrom": [[0.96, -1.76, 1.34], [0.50, 1.97, 1.68], [1.25, -0.24, 0.16], [1.77, 1.16, 0.66], [0.34, -0.10, -0.54], [1.85, -0.65, -0.66], [2.66, 1.01, 1.31], [2.09, 1.82, -0.17], [-0.75, 3.14, 1.03], [-0.71, 4.03, 1.68], [-1.78, 2.72, 1.19], [-0.57, 3.38, -0.03], [1.33, 2.76, 3.11], [1.33, 3.85, 2.89], [2.38, 2.43, 3.15], [0.86, 2.57, 4.10], [-0.08, -3.06, 0.60], [-0.23, -3.84, 1.36], [0.34, -3.50, -0.30], [-1.08, -2.66, 0.38], [2.62, -2.31, 1.63], [3.30, -1.47, 1.81], [2.97, -2.81, 0.72], [2.70, -3.03, 2.46], [-1.11, 0.19, 0.54], [-0.17, 1.39, -2.14], [-1.44, 1.20, -1.62], [-2.53, 0.56, -2.48], [-2.14, -0.80, -3.00], [-1.25, -1.46, -2.00], [0.08, -1.57, -2.14], [0.92, -0.74, -3.09], [0.47, 0.69, -3.31], [-0.28, -1.73, 2.65], [0.52, 2.15, -1.73], [-1.93, 1.92, -0.91], [-2.85, 1.19, -3.31], [-3.42, 0.47, -1.87], [-3.03, -1.42, -3.21], [-1.58, -0.68, -3.92], [-1.84, -2.06, -1.29], [0.63, -2.45, -1.78], [0.97, -1.27, -4.05], [1.97, -0.75, -2.77], [1.38, 1.23, -3.61], [-0.18, 0.70, -4.19], [-0.02, -1.30, 3.63], [-0.66, -2.74, 2.89], [-1.13, -1.17, 2.00], [-2.14, 1.18, 4.87], [-1.81, 1.02, 3.72], [-1.45, 0.86, 2.58]], "mulliken_charge": [1.042, 1.013, 0.600, -1.062, -1.025, 0.664, 0.388, 0.380, -1.367, 0.449, 0.352, 0.373, -1.211, 0.389, 0.355, 0.313, -1.489, 0.548, 0.484, 0.286, -1.366, 0.386, 0.437, 0.387, -0.628, -0.083, 0.007, -1.332, -0.815, -0.230, -0.377, -0.891, -1.243, -0.984, 0.443, 0.414, 0.445, 0.321, 0.460, 0.196, 0.485, 0.505, 0.467, 0.381, 0.417, 0.348, 0.424, 0.458, 0.152, -0.675, 0.540, -0.527]}


Record 3
{"formula": "C4H12N2", "method": "ωB97M-V with the def2-TZVPD basis set", "total_charge": 1, "relative_energy_kj_mol": 111.3, "e_homo_ev": [-14.85, -14.85], "s2": 0.756, "spin_multiplicity": 2, "homo_lumo_gap_ev": [10.0323, 6.4599], "species": ["C", "C", "C", "H", "H", "H", "H", "H", "H", "H", "H", "N", "C", "N", "H", "H", "H", "H"], "positions_angstrom": [[-1.10, -0.93, 0.79], [-1.86, -0.28, -0.35], [-1.35, 1.16, -0.67], [-0.12, -1.28, 0.44], [-1.65, -1.81, 1.14], [-0.98, -0.24, 1.60], [-2.89, -0.11, -0.03], [-1.86, -0.88, -1.26], [-0.99, 1.21, -1.69], [-2.14, 1.90, -0.63], [-0.52, 1.51, -0.06], [2.29, -0.27, 1.10], [2.15, -0.18, -0.19], [2.35, 0.93, -0.88], [2.31, -1.18, 1.53], [2.87, 0.48, 1.48], [1.84, -1.09, -0.70], [1.64, 1.06, -1.61]], "mulliken_charge": [-0.936, -0.243, -0.958, -0.009, 0.374, 0.364, 0.271, 0.330, 0.211, 0.325, 0.263, -0.213, 0.166, -0.373, 0.316, 0.315, 0.464, 0.333]}